# 1
C40H37ClN5OPReS as an isolated structure. Source: OMol25; level of theory: ωB97M-V/def2-TZVPD.

Summary:
Spin multiplicity: 4
Total energy, Eh: -3172.07070
Energy relative to the best compared isomer or geometry (same formula, charge and spin), kJ/mol: 14.4
LUMO (spin up / spin down), eV: -12.56 / -13.70
Charge: +4
Frontier orbital gap (spin up / spin down), eV: 5.59 / 4.46

The geometry in XYZ format:
```
87
Properties=species:S:1:pos:R:3:mulliken_spin:R:1
C 0.0719 -3.7058 0.4382 -0.02
C 4.2775 -3.0085 4.1928 0.00
C 3.9374 -2.1604 5.4123 0.00
C 2.2766 -4.0305 -4.1274 0.00
C -0.9117 -1.8409 -1.6052 -0.07
C 9.2237 0.7900 1.9080 0.00
N 4.2555 0.1007 1.0538 0.01
H -1.1848 -6.1840 3.1301 0.00
H 5.9362 1.4768 2.2707 0.00
C -1.1392 -4.1338 2.5156 0.00
O 5.2615 -1.6025 -0.0980 0.00
C 4.3483 0.8623 -3.7583 -0.01
H -3.8912 0.1572 -3.0648 0.00
H 0.1338 -7.0030 1.2105 0.00
H 5.3486 -1.4412 3.1530 0.00
H 3.4746 -3.7192 3.9668 0.00
H -4.3002 -1.8499 -1.6872 0.00
H -2.4432 0.6746 1.6389 0.00
H 4.7635 -1.4969 5.6709 0.00
H -2.9447 4.7953 0.5889 0.00
H 0.3408 -3.2694 -3.6153 0.00
P 0.5525 -2.5268 -0.8098 0.13
N 3.3529 -1.4680 2.5255 0.02
C 6.7567 -0.1379 1.0785 0.00
H 4.7091 -0.9705 -2.6829 0.00
C -0.0890 -5.9483 1.3004 0.00
C 2.9868 0.0625 -1.9542 0.04
H -1.7200 -3.7734 3.3544 0.00
C -0.8325 -5.4894 2.3785 0.00
H 10.1894 1.1533 2.2345 0.00
C 7.9272 -0.7832 0.6459 0.00
H 3.0470 -1.5412 5.2656 0.00
C 5.5001 -0.6673 0.6129 0.00
H 4.2794 -4.7558 -4.3508 0.00
H 4.9439 -4.2287 -2.0288 0.00
H -1.5820 0.8686 -3.5821 0.00
S 1.6860 0.4348 1.7216 0.16
H -0.9133 4.5876 -0.8893 0.00
C 3.2649 -0.4281 1.7369 0.05
H 3.7593 2.7302 -4.6438 0.00
C 3.5635 -4.3034 -3.6768 0.01
C -0.6759 -0.6992 -2.4124 0.08
H 1.8139 3.0343 -3.1572 0.00
C 2.4496 2.1667 -3.0563 -0.01
C 3.0283 -3.4430 -1.4976 0.01
C -0.6666 -3.2916 1.5405 0.01
N 1.0593 1.3286 -1.2205 0.01
H 1.9928 -4.2730 -5.1426 0.00
H 0.9386 -5.4288 -0.5159 0.00
Re 0.2781 -0.2208 -0.0122 2.47
Cl -1.0764 -1.5548 1.6734 0.00
C -1.2876 3.7531 -0.3114 0.01
C 0.3659 -5.0654 0.3283 0.00
H 4.0553 0.9414 0.5278 0.00
C -2.8303 2.7414 1.2141 -0.01
C 1.3489 -3.4620 -3.2697 0.00
C 4.0753 -0.1008 -2.7912 0.00
H 10.0624 -0.8073 0.7404 0.00
C 6.8326 0.9761 1.9281 0.00
C -2.4109 3.8567 0.5088 0.02
H -3.6976 2.7768 1.8595 0.00
C -3.2838 -1.5187 -1.8593 0.00
H 7.8555 -1.6397 -0.0110 0.00
H 3.7435 -2.7945 6.2748 0.00
H 5.1611 -3.6151 4.3939 0.00
C -2.2323 -2.2316 -1.3188 0.03
C -1.7609 0.0286 -2.9225 0.04
N 0.4855 2.4369 -1.1970 0.05
C 9.1553 -0.3170 1.0654 0.00
H 4.9172 -2.8224 2.1242 0.00
C 2.1810 1.1937 -2.0884 -0.09
C 3.5389 1.9895 -3.8871 0.00
H 3.3258 -3.2115 -0.4812 0.00
H 2.5082 -1.7289 3.0169 -0.01
H 0.3181 -0.5253 -2.8182 -0.01
C -3.0509 -0.3807 -2.6443 0.00
H 8.1390 2.2945 2.9913 0.00
C 1.7321 -3.1766 -1.9545 -0.03
C 8.0677 1.4361 2.3381 0.00
C -0.6354 2.5422 -0.3791 0.00
H 5.1967 0.7359 -4.4183 0.00
C 4.5817 -2.1914 2.9471 0.00
H -2.4206 -3.1071 -0.7093 0.00
H 2.7933 -0.6807 -1.1877 0.07
C 3.9401 -4.0104 -2.3681 0.00
C -2.1248 1.5528 1.0955 0.04
N -1.0355 1.4430 0.3173 0.00
```

# 2
C40H37GeIN4O2STc as an isolated structure. Source: OMol25; level of theory: ωB97M-V/def2-TZVPD.

Summary:
Total energy, Eh: -4769.33100
Energy relative to the best compared isomer or geometry (same formula, charge and spin), kJ/mol: 160.7
LUMO (spin up / spin down), eV: -4.12 / -4.11
Charge: +1
Frontier orbital gap (spin up / spin down), eV: 5.79 / 5.79

The geometry in XYZ format:
```
87
Properties=species:S:1:pos:R:3:lowdin_charge:R:1
C -2.2446 -1.0686 -1.1717 -0.27
H -6.6864 -0.1079 3.5290 0.11
H 1.5266 4.1247 0.1109 -0.03
C -5.7473 -0.1988 2.9984 -0.08
C -1.8991 -0.4659 -2.3735 -0.12
H 2.6152 -1.9859 0.1485 0.16
C -0.1301 -1.9560 2.7420 -0.11
H 6.0527 3.2761 -1.8121 0.12
N 2.1851 2.5243 -1.6546 -0.14
C 1.1183 3.3927 0.8044 -0.71
C -2.8896 2.7431 1.1996 -0.03
H 7.1339 1.1382 1.7275 0.11
C -1.7921 2.2587 0.4226 -0.26
H -1.1989 0.3491 -2.3806 0.03
C -1.5254 2.6379 -0.8793 -0.10
H 2.2716 -2.0992 -4.6288 0.09
H -0.7412 -3.2304 -0.3333 0.10
H -2.1872 3.1991 -1.5287 0.14
H 0.1046 3.7089 1.0625 -0.01
N -0.3120 2.2664 -1.3091 -0.18
C 2.4679 -4.1364 -2.1656 -0.04
H 1.2858 4.2863 -2.3296 0.13
H 2.5316 -5.0556 -2.7184 0.13
H -2.5563 -1.1898 3.4962 0.09
C 5.0725 1.0486 1.2063 0.00
C 1.6010 -2.7954 -4.1281 -0.02
Tc 1.1154 1.5078 -0.1159 1.40
I 2.2882 3.7158 2.5674 0.83
H -3.4481 -2.6225 -0.2786 0.11
C -4.4680 0.0235 0.9796 -0.12
H 3.8234 3.3319 -2.5439 0.15
N 2.5093 -2.5146 -0.7020 0.09
H 0.3031 -5.1920 0.7042 0.11
H -4.3436 -3.4441 -2.4037 0.11
H -4.4250 0.2870 -0.0724 0.11
C 2.0400 -1.9684 -1.8401 -0.73
O 2.8580 1.0342 0.4387 -0.32
C -3.4199 -0.8014 2.9698 -0.10
H 0.8177 -3.0087 4.3459 0.11
H -2.1652 -0.4185 -4.4999 0.11
S 1.6745 -0.3399 -2.1260 0.72
H 1.1113 -5.0898 3.0383 0.11
C -5.6718 0.1433 1.6550 -0.07
H -4.6832 -0.9642 4.6957 0.11
C -0.8141 1.6788 3.4052 -0.01
C 6.3785 1.4473 1.0163 -0.05
N 2.0075 -2.9665 -2.7454 -0.12
H -0.7168 3.2535 -3.1281 0.13
H -3.8915 3.1282 2.9761 0.11
C -0.7722 1.3191 0.8451 -0.33
C 0.6498 -4.2228 2.5834 -0.08
C -3.3059 -1.9889 -3.5929 -0.08
H -3.7202 -2.3394 -4.5292 0.11
C -4.6227 -0.6758 3.6543 -0.07
C -0.2023 1.2398 2.1726 -0.53
C 6.7471 2.2482 -0.0702 -0.07
C 4.0969 1.4514 0.2901 -0.35
H -0.2581 -1.0702 3.3474 0.09
H 1.6400 -3.7632 -4.6199 0.10
H -3.6929 3.2213 0.6493 0.13
C -0.5686 -1.9837 1.4139 -0.25
C 0.4831 -3.0561 3.3177 -0.07
C 0.0317 2.5923 -2.6900 -0.20
C 2.7781 -3.8544 -0.8846 -0.07
H -0.2128 1.5159 4.2923 0.13
C -2.9909 2.7066 2.5484 -0.05
H 0.5875 -2.4022 -4.1645 0.08
H -6.5521 0.4990 1.1351 0.11
C -3.1375 -2.1448 -1.2028 -0.12
Ge -1.6583 -0.5740 0.6192 1.11
O 0.9433 0.7568 2.1007 -0.08
C -2.0240 2.2655 3.5276 -0.02
C 1.3856 3.2459 -2.6495 -0.17
C -0.3930 -3.1638 0.6915 -0.11
H 0.0691 1.6674 -3.2714 0.08
C -2.4319 -0.9137 -3.5760 -0.08
H -2.3175 2.4959 4.5464 0.12
C 4.4495 2.2564 -0.8014 -0.14
C 5.7868 2.6509 -0.9681 -0.02
C -3.3228 -0.4404 1.6298 -0.27
H 4.7763 0.4416 2.0501 0.12
H 7.7763 2.5523 -0.1965 0.11
C 3.4548 2.7228 -1.7184 -0.07
H 3.1647 -4.4773 -0.1004 0.12
C 0.2029 -4.2764 1.2732 -0.10
C -3.6555 -2.6088 -2.4012 -0.07
H 1.8792 3.2222 -3.6216 0.13
```

# 3
C40H37IN2O2SSiTi as an isolated structure at a distorted geometry. Source: OMol25; level of theory: ωB97M-V/def2-TZVPD.

Summary:
Spin multiplicity: 2
Total energy, Eh: -3641.44537
Energy relative to the best compared isomer or geometry (same formula, charge and spin), kJ/mol: 127.8
LUMO (spin up / spin down), eV: 2.29 / 2.22
Charge: -1
Frontier orbital gap (spin up / spin down), eV: 5.03 / 7.15

The geometry in XYZ format:
```
85
Properties=species:S:1:pos:R:3:mulliken_spin:R:1
H 2.1060 3.3300 2.4447 0.00
H 2.0810 -3.8934 -2.3603 0.00
H -4.9450 0.6703 -1.5200 0.00
H 3.4031 4.3769 3.0295 0.00
H -2.2040 -1.5904 -3.2031 0.00
H 5.9842 1.7800 3.5942 0.00
H -0.3995 1.0654 4.9797 0.02
H -1.5889 -3.5395 -4.5282 0.00
H 4.8760 -0.1802 3.7297 0.00
C -0.3524 1.8099 2.9633 -0.09
C -0.4384 -0.5389 3.5088 -0.05
I -2.8486 2.9070 -1.4879 0.00
C -0.4127 0.8279 3.9228 0.32
C -4.5783 -0.3578 -1.5278 0.01
C 0.7841 -2.2646 -1.7982 0.01
C -0.5087 -2.1698 1.7051 -0.03
C 4.2225 -0.2114 2.8672 0.00
H 0.5631 -4.6993 -4.1453 0.00
C -0.4236 -2.9173 3.9906 0.00
H -0.3871 -1.3734 5.4795 0.00
Si -3.0590 -0.5838 -0.3520 -0.01
H -2.5871 -3.0524 -0.7593 0.00
N -0.4877 0.1740 1.1761 0.18
O 0.0694 3.6589 0.8452 0.08
H -3.6974 1.2722 1.2481 0.00
C -0.4881 -0.8296 2.1172 0.07
C 3.1609 -1.4690 1.1556 0.00
C -1.7791 1.1874 -3.7857 0.00
O 0.1347 1.9577 -0.6189 -0.01
S 2.7291 -2.8220 0.1568 0.01
C -0.4154 -1.6050 4.4204 0.03
C -1.2520 -2.0728 -3.0040 0.00
C 0.2922 -3.8427 -3.5404 0.00
C 0.6001 0.4088 -4.9924 0.00
C -4.0645 1.5381 -5.4214 0.00
C -1.7598 0.8412 -5.1724 0.00
H -0.5236 0.1407 -6.7954 0.00
C 5.4160 2.5624 3.0894 0.00
C -2.9347 0.9798 -5.9478 0.00
H 1.5507 0.1516 -5.4466 0.00
C -3.7495 0.1805 1.2744 0.00
H -2.8469 -2.7566 0.9600 0.00
C 3.4233 2.1812 4.5817 0.00
C -0.5401 0.4173 -5.7469 0.00
C 3.9043 2.2858 3.1263 0.00
H -0.5691 -2.3899 0.6466 0.00
H 4.5129 -2.3267 2.5894 0.00
C -0.9150 -3.1825 -3.7581 0.00
C 2.4938 -0.3200 0.7115 0.01
C 3.1885 3.4660 2.4667 0.00
H -0.4805 -4.2248 2.2842 0.01
H -0.4074 -3.7261 4.7112 0.00
H -4.2245 -2.8268 -0.1405 0.00
H 3.5313 3.6160 1.4410 0.00
H -5.3949 -1.0028 -1.1916 0.00
H 2.2821 1.7901 0.9322 -0.03
C -0.6511 0.9217 -2.9492 -0.01
C 1.1371 -3.3923 -2.5483 0.01
H -2.9097 0.6639 -6.9854 0.00
C -4.0499 2.0447 -4.1078 0.00
N 1.6372 -0.5285 -0.3509 0.00
C -0.3585 1.4598 1.6171 0.21
H 2.3545 1.9598 4.6029 0.00
H -3.1833 -0.1540 2.1487 0.00
H 5.7607 2.6166 2.0548 0.00
C 1.6563 -1.7640 -0.7527 0.01
C -0.4147 -1.5507 -2.0082 0.00
H 3.9452 1.3895 5.1217 0.00
H 5.6385 3.5141 3.5782 0.00
H -4.9609 1.6431 -6.0201 0.00
H -0.2754 2.8611 3.2060 0.01
C -3.1896 -2.4888 -0.0411 0.00
C 0.5331 0.6441 -3.6078 0.01
C -2.9389 1.8682 -3.3338 -0.01
Ti -0.6375 0.2503 -0.9191 0.11
C 4.0233 -1.4263 2.2408 0.00
H 3.5961 3.1237 5.1075 0.00
C -0.4694 -3.1973 2.6278 0.07
C 3.6125 0.9684 2.4113 0.01
H -4.7962 -0.0984 1.4250 0.00
H 1.4435 0.5226 -3.0250 0.00
H -4.3554 -0.6211 -2.5658 0.00
H -4.9029 2.5867 -3.7233 0.00
C -0.0487 2.4708 0.5660 0.05
C 2.7586 0.9043 1.3257 0.01
```

# 4
A 2-piece molecular cluster, C40H37N9O5 overall at a distorted geometry. Source: OMol25; level of theory: ωB97M-V/def2-TZVPD.

Summary:
Total energy, Eh: -2415.08217
Energy relative to the best compared isomer or geometry (same formula, charge and spin), kJ/mol: 230.7
LUMO, eV: -1.49
Frontier orbital gap, eV: 4.89

The geometry in XYZ format:
```
91
Properties=species:S:1:pos:R:3:lowdin_charge:R:1
C 3.5414 -0.9119 -1.7903 -0.03
H -3.3755 1.7062 -0.3617 0.10
C 0.6685 -0.2635 3.4884 -0.01
N -1.9289 0.9267 -4.2585 0.08
O 1.7037 -2.1111 0.7437 0.12
C 5.6600 -0.7355 -0.5169 0.01
H 1.3375 -0.9372 2.9363 0.08
C -1.4248 4.7156 2.5908 -0.07
H 6.4506 0.9539 2.3128 0.12
H 1.1592 0.7062 3.6446 0.07
C 0.3833 4.5750 0.4528 -0.01
H -2.1165 4.7774 3.4317 0.11
N -0.8825 1.2616 -3.4883 0.00
C -3.8935 -0.6656 -3.8371 -0.06
H 4.7746 2.0321 3.1845 0.08
C 5.8428 0.5630 1.4916 0.00
C 6.4511 -0.2321 0.5170 -0.25
C -0.6718 -3.8941 -3.5345 -0.09
C -1.0823 -2.7679 0.6462 -0.06
C 4.3010 -0.4177 -0.6118 -0.18
C 0.4659 -1.5271 -2.6015 -0.11
C 3.6895 0.3695 0.3915 -0.09
H 8.0906 -1.5279 1.0870 0.09
H 2.9538 -0.1189 -2.2615 0.09
H -0.8048 2.6925 3.0680 0.12
O -5.6253 -2.5401 -0.7135 0.06
H 0.5177 -0.7091 4.4838 0.09
H 8.4638 0.2021 1.1428 0.08
C 0.8525 -1.3427 0.2412 -0.26
H -4.8278 -0.7267 4.1843 0.09
N 0.1848 0.9773 0.8113 0.15
C 7.9135 -0.5651 0.5863 -0.05
N -4.4439 -2.2001 -0.5367 -0.30
H -4.3003 0.4759 1.5007 0.14
H 3.2313 1.1709 3.1963 0.07
C 3.9330 1.7208 2.5544 -0.04
H -0.1911 6.5838 0.0126 0.11
C -2.4113 -1.0787 -1.3638 0.02
C -4.4024 -1.4823 -2.8290 0.11
C -2.4072 1.9040 0.1198 -0.02
C -4.2204 -1.3580 3.5206 -0.04
C -2.6596 0.0279 -3.5793 -0.18
H -4.8664 -1.7526 2.7247 0.07
H -1.6262 -1.3134 4.3823 0.13
H 0.0165 -3.2630 -5.4854 0.09
C -0.0110 -3.0274 -4.4252 -0.10
O -5.8040 -1.0006 -5.0660 0.03
H -2.1507 -2.9645 0.4504 0.07
C -0.4529 -1.8721 -0.3485 -0.23
H 6.1109 -1.3801 -1.2776 0.13
C -2.1985 0.9254 1.2358 -0.20
C 0.1380 3.4471 1.2618 -0.16
H 8.3401 -0.6384 -0.4209 0.08
H -2.1745 -0.7381 -0.3365 0.10
O -4.1589 0.0493 -6.0600 0.08
C 1.1324 0.0968 0.3378 -0.04
C 4.4782 0.8784 1.4485 -0.18
N -0.9108 0.6326 -2.3482 0.02
C -1.7874 -0.7168 3.4725 0.00
H -1.0283 -2.2998 1.6463 0.08
O -3.8955 -2.2949 0.5935 -0.01
H 2.8776 -1.7320 -1.5038 0.08
C 0.5780 -1.8588 -3.9522 -0.08
C -0.3443 5.7289 0.6705 -0.07
C -3.6846 -1.6530 -1.6254 -0.09
C -0.7168 3.5431 2.3813 -0.03
C -0.7537 -3.5870 -2.1818 -0.04
H -1.8481 6.7132 1.8821 0.11
H -0.5152 -3.7180 0.6916 0.10
H -3.8299 -2.2008 4.1041 0.08
N 2.3060 0.7668 0.3081 0.09
H 1.1244 -1.1787 -4.6073 0.11
H -2.4052 2.9409 0.4821 0.08
C -1.2633 5.8099 1.7258 -0.06
H -1.6164 1.8040 -0.6320 0.06
C -3.0743 -0.5819 2.9418 -0.25
N -2.0194 -0.1789 -2.3622 0.00
H 3.4432 2.6218 2.1722 0.07
H 1.1271 4.4861 -0.3437 0.12
H -1.1975 -4.2734 -1.4408 0.11
C -0.9095 0.5880 1.6531 -0.16
H 0.9382 -0.6495 -2.1623 0.07
N 2.0638 2.1372 0.5074 0.22
H -5.3936 -1.9063 -2.9141 0.13
C -0.6805 -0.1283 2.8422 -0.20
N -4.6444 -0.5126 -5.0696 -0.32
H 4.2337 -1.3063 -2.5416 0.09
H -1.1400 -4.8144 -3.8896 0.10
C -3.2847 0.2850 1.8637 0.01
C 0.8132 2.2253 0.8706 -0.19
C -0.2355 -2.3668 -1.7118 -0.24
```

# 5
C40H38CsGeN3O3 as an isolated structure at a distorted geometry. Source: OMol25; level of theory: ωB97M-V/def2-TZVPD.

Summary:
Spin multiplicity: 2
Total energy, Eh: -4034.04493
Energy relative to the best compared isomer or geometry (same formula, charge and spin), kJ/mol: 0.0
LUMO (spin up / spin down), eV: 1.86 / 1.66
Charge: -1
Frontier orbital gap (spin up / spin down), eV: 5.97 / 5.78

The geometry in XYZ format:
```
86
Properties=species:S:1:pos:R:3:mulliken_spin:R:1
C 2.7439 0.5488 0.1313 -0.02
H -2.7621 -2.6842 4.7164 0.00
H 1.0561 -3.1190 2.7866 0.00
H 0.6561 5.9262 -2.7973 0.00
C 2.1116 -3.0614 3.0477 0.00
C -3.4761 -5.5763 3.6405 0.00
C -1.6812 -0.3816 -3.3583 0.01
H 0.3628 5.4088 4.2446 0.00
C -0.7832 3.0175 -6.3916 0.01
C -3.3228 -2.0183 -4.0635 -0.04
C -4.3460 -1.1036 -3.8369 0.06
Cs -0.5416 0.2577 0.5906 0.17
O -1.5152 2.5201 1.3440 0.00
C 4.7649 -0.8818 0.3016 0.00
H -0.1519 6.0902 -5.1025 0.00
C -0.4679 2.1935 4.8148 0.00
C 0.1247 4.2363 -4.0396 0.00
H 1.2878 4.5494 -0.8586 0.00
C 0.3787 2.0379 -2.9544 0.05
H 5.6761 2.2830 -0.4134 0.00
H 2.9954 -2.7980 0.6309 0.00
C 2.0121 -0.6144 3.0584 0.00
C -2.3658 -5.8777 1.5240 0.00
C -2.0043 -1.6612 -3.8224 0.04
N -1.1452 -0.4968 3.9950 0.00
C 0.9431 4.0840 -1.7738 0.00
C -4.0405 0.1705 -3.3707 -0.03
H -0.6060 4.8627 2.0424 0.00
C -2.9428 -4.2899 3.7525 0.00
H -0.5403 1.1680 -5.3826 -0.03
H -0.4605 1.4290 5.5840 0.00
H -2.4927 1.5242 -2.7667 0.00
C -0.2348 5.0109 -5.1683 0.00
C -2.7215 0.5283 -3.1317 0.05
H 1.6391 -1.0542 -4.6721 0.03
H 1.5304 -1.7991 0.6421 0.01
H 3.2731 2.5912 -0.3431 0.00
C 1.5064 -1.0807 -3.5893 0.08
H -3.6161 -7.3567 2.4644 0.00
H 0.9336 -0.7067 2.9545 0.00
C -0.6785 4.4234 -6.3180 0.00
H -5.3759 -1.3846 -4.0157 0.00
Ge 0.1309 0.0951 -2.8750 0.71
H -4.8328 0.8853 -3.1875 0.00
C -3.1907 -6.3628 2.5368 0.00
C -1.5949 0.5288 3.3836 -0.01
C 0.0168 2.8213 -4.1016 0.00
C 5.6051 0.1786 0.0049 0.00
C 5.0380 1.4306 -0.1995 0.00
C -0.0212 4.4105 4.0590 0.00
H -1.2159 -2.3846 -3.9995 0.00
H 2.3787 0.2788 2.5591 0.00
C 3.3755 -0.6849 0.3844 -0.04
C 0.8423 2.6736 -1.8301 -0.13
C -0.4458 2.2468 -5.3148 0.04
H 5.1869 -1.8762 0.4590 0.00
H -4.1171 -5.9340 4.4365 0.00
H -0.9509 5.0305 -7.1723 0.00
H 2.2422 -0.5927 4.1225 0.00
H 1.2662 -2.1017 -3.2902 -0.01
H -1.1903 -4.1935 0.8707 0.00
C -0.5660 4.1178 2.8299 0.00
C 0.5909 4.8449 -2.8438 0.01
H -2.1464 -6.4863 0.6558 0.00
O -0.6013 -2.1151 1.9273 0.04
C -1.8323 -4.6023 1.6407 0.00
H 2.6548 -3.9120 2.6402 0.00
C 0.0441 3.4471 5.0746 0.00
H -3.5544 -3.0134 -4.4228 0.00
C -1.0371 1.8622 3.5761 0.01
C -2.1009 -3.7927 2.7400 0.00
H 2.2372 -3.0195 4.1273 0.00
H 2.4376 -0.7804 -3.1081 -0.01
N -1.8449 -1.6926 3.8224 0.00
H -1.1346 2.5519 -7.3033 0.00
H -2.4221 0.4141 2.6789 0.00
H 1.1587 2.0862 -0.9730 -0.04
N 2.6516 -1.8139 2.4458 0.00
C 2.5749 -1.8341 0.9271 0.00
O -3.2514 -3.5643 4.8364 0.00
C -1.4642 -2.4358 2.8158 0.00
H 3.6529 -1.7608 2.6339 0.00
H 0.4624 3.6905 6.0426 0.00
C 3.6518 1.5893 -0.1480 0.03
C -1.0835 2.8214 2.5116 -0.01
H 6.6761 0.0327 -0.0685 0.00
```